[1]
132
Properties=species:S:1:pos:R:3:forces:R:3 method="wB97M-V/def2-TZVPD" e_lumo_ev=1.24 total_energy_ha=-4932.23517 homo_lumo_gap_ev=5.7524 largest_force_ha_per_bohr=0.0152 total_charge=-1
C -4.097652 -2.503415 -1.774844 0.495 0.080 0.011
C -3.858126 -1.262013 -0.923152 -0.214 -0.164 -0.261
O -2.548798 -1.175116 -0.415409 0.020 0.112 0.144
C -2.209529 -2.093738 0.593736 0.320 0.147 0.173
C -0.991592 -2.941249 0.205144 -0.631 0.465 -0.004
O -1.169118 -3.418932 -1.107131 0.283 -0.266 0.377
C 0.055013 -3.638843 -1.783071 -0.187 0.170 -0.561
C 0.779751 -2.341706 -2.159047 0.347 -0.505 0.295
O -0.130582 -1.357749 -2.558475 -0.219 0.135 -0.028
C 0.158440 -0.148147 -1.898593 -0.139 -0.457 -0.121
N -0.794919 0.857149 -2.278992 -0.068 0.094 -0.287
C -0.602405 2.130745 -1.557623 -0.249 -0.124 0.333
C 0.503774 2.046532 -0.534640 0.529 0.162 0.491
C 0.235735 1.508484 0.849141 -0.304 0.032 0.028
N 1.675243 2.425235 -0.847302 0.007 0.314 -0.328
C -0.901700 1.043091 -3.729990 0.091 0.285 -0.268
C 0.455415 1.279107 -4.465593 -0.267 0.669 -0.109
O 1.207112 0.299457 -4.700579 -0.607 -0.103 -0.400
O 0.681804 2.481192 -4.750691 0.055 -0.223 -0.024
H -4.131185 -3.407784 -1.166392 -0.156 -0.026 -0.038
H -3.246874 -2.614385 -2.447871 -0.046 0.009 -0.053
H -5.004528 -2.402593 -2.371772 -0.125 -0.054 0.133
H -4.595629 -1.216821 -0.105235 0.046 0.059 0.023
H -3.986237 -0.376623 -1.547484 0.057 0.073 0.080
H -1.915344 -1.494551 1.468450 -0.103 -0.224 0.173
H -3.049749 -2.727877 0.892214 -0.077 -0.007 -0.163
H -0.916422 -3.749404 0.941358 0.159 -0.145 -0.159
H -0.103407 -2.304516 0.299262 0.065 -0.093 -0.181
H -0.176253 -4.138158 -2.722914 -0.314 -0.196 0.200
H 0.705205 -4.295520 -1.191955 0.134 0.040 -0.063
H 1.402039 -2.012279 -1.315107 -0.097 0.210 -0.045
H 1.478812 -2.554170 -2.970846 0.007 -0.078 0.016
H 0.030612 -0.358987 -0.834067 0.204 0.258 0.047
H 1.200315 0.135851 -2.112510 -0.039 -0.028 0.018
H -1.533306 2.396318 -1.032891 0.004 -0.098 -0.030
H -0.375346 2.957827 -2.231526 0.230 -0.196 -0.164
H -0.434116 2.169768 1.407315 -0.076 0.017 -0.102
H 1.163866 1.438937 1.402833 0.099 0.055 -0.055
H -0.207092 0.512400 0.834669 -0.209 0.093 -0.004
H 2.303972 2.278750 -0.058725 0.024 -0.036 -0.016
H -1.477224 0.226565 -4.173642 0.277 -0.229 0.119
H -1.472948 1.958514 -3.888772 -0.100 -0.044 0.050
C 0.070733 2.984181 5.802799 0.024 0.222 0.104
C -0.705480 1.718050 6.085318 -0.140 0.041 -0.098
O -0.501125 0.961247 4.906152 0.218 -0.073 0.154
C 0.686640 1.358897 4.366728 -0.069 0.176 -0.122
O 1.259192 0.773012 3.509523 0.159 -0.240 0.290
O 1.111075 2.500183 4.943069 -0.044 -0.078 0.057
F -2.034068 1.950144 6.243917 0.026 0.003 -0.037
H -0.539127 3.705182 5.255038 -0.082 -0.085 -0.015
H 0.479413 3.439426 6.702471 0.178 -0.134 -0.279
H -0.346063 1.148948 6.943401 -0.095 0.011 0.056
C 4.633849 1.747358 2.685574 -0.001 0.169 -0.069
C 5.994987 1.122110 2.455248 -0.096 -0.166 0.111
O 5.693793 0.009101 1.635561 0.072 0.210 -0.135
C 4.554271 0.302852 0.945611 -0.468 -0.140 -0.165
O 4.124120 -0.302259 0.023180 0.271 -0.025 0.190
O 3.962022 1.401792 1.472985 0.039 0.096 0.139
F 6.566539 0.689207 3.607038 -0.011 -0.058 -0.001
H 4.114099 1.305698 3.537076 0.088 -0.117 -0.005
H 4.669885 2.826731 2.806907 -0.063 0.011 -0.162
H 6.705964 1.764635 1.932840 0.071 0.007 0.091
C -0.417849 -2.358495 4.400374 -0.332 0.291 -0.115
C 1.088347 -2.427905 4.313543 -0.007 -0.120 0.000
O 1.312900 -3.800327 4.043716 -0.037 0.148 -0.212
C 0.209812 -4.276854 3.393961 -0.079 -0.034 0.012
O 0.168321 -5.302260 2.804581 -0.022 -0.065 0.095
O -0.820529 -3.402675 3.508079 0.284 -0.069 0.113
F 1.683533 -2.099813 5.491946 0.006 -0.045 0.049
H -0.774259 -2.588783 5.405662 0.128 0.007 0.064
H -0.826450 -1.403379 4.081035 -0.039 -0.123 -0.130
H 1.526028 -1.822992 3.517954 0.034 0.062 0.113
C 0.714011 6.754086 -1.143159 0.001 -0.029 -0.232
C 1.879396 7.299851 -0.347252 -0.102 0.065 0.082
O 1.601156 6.835474 0.961564 0.181 -0.194 -0.123
C 0.869471 5.687042 0.835487 -0.153 -0.270 -0.105
O 0.684951 4.899819 1.702333 -0.007 0.183 0.182
O 0.399821 5.565573 -0.421180 -0.058 0.094 0.089
F 1.912284 8.657453 -0.340414 -0.033 0.003 0.055
H -0.135495 7.438765 -1.110294 0.060 0.081 0.047
H 0.957137 6.518532 -2.175450 0.018 -0.185 0.054
H 2.855541 6.925994 -0.659112 0.033 0.104 -0.033
C 1.404261 -4.690106 -5.827592 0.186 0.270 0.125
C 0.781956 -4.523086 -7.193189 0.088 -0.015 -0.102
O -0.367446 -5.350656 -7.113066 -0.149 0.196 0.141
C -0.740009 -5.407984 -5.800199 0.097 0.104 -0.073
O -1.785778 -5.810368 -5.414380 0.001 -0.121 0.000
O 0.246368 -4.920290 -5.017134 -0.061 -0.166 -0.005
F 1.579252 -4.977180 -8.194668 -0.019 -0.091 0.035
H 2.066498 -5.555606 -5.777870 -0.028 -0.027 -0.130
H 1.938094 -3.806427 -5.487811 -0.099 0.005 0.139
H 0.482146 -3.498408 -7.416331 0.054 -0.139 -0.117
C 3.647445 0.081344 -3.561228 0.065 0.511 0.291
C 4.783237 0.217500 -4.544304 -0.081 -0.004 0.245
O 5.321999 -1.094969 -4.588645 -0.094 -0.165 -0.272
C 4.306011 -1.954296 -4.278391 -0.059 0.342 0.145
O 4.346141 -3.129980 -4.468596 0.021 -0.153 -0.014
O 3.269459 -1.288320 -3.760882 0.269 -0.179 -0.036
F 5.748971 1.077390 -4.114905 0.090 -0.056 0.017
H 3.981819 0.214699 -2.530950 0.233 -0.101 -0.015
H 2.806872 0.742115 -3.766329 0.081 -0.323 -0.172
H 4.476911 0.510299 -5.549109 0.041 0.110 0.013
C -1.737063 2.174822 10.446384 -0.118 -0.125 -0.018
C -1.875488 3.637647 10.812505 0.113 -0.031 0.104
O -0.604284 4.159694 10.460934 -0.162 0.035 -0.204
C -0.100499 3.383500 9.467585 0.146 -0.019 -0.001
O 0.815598 3.673743 8.771578 -0.012 0.024 0.258
O -0.803138 2.232846 9.363726 -0.036 0.000 0.036
F -2.082749 3.819318 12.136146 0.065 0.001 0.011
H -1.304476 1.605002 11.269570 -0.007 0.080 0.068
H -2.665849 1.712349 10.125720 0.057 0.023 -0.168
H -2.645643 4.174596 10.256669 -0.050 0.030 0.090
C -6.952487 -0.892604 2.755750 -0.129 0.116 0.020
C -6.623375 -2.333588 2.434894 0.124 0.006 -0.181
O -5.270542 -2.433025 2.836036 -0.157 -0.057 0.291
C -5.060854 -1.515328 3.820080 0.139 0.148 -0.169
O -4.114772 -1.482988 4.529489 0.061 -0.029 0.050
O -6.094026 -0.635990 3.870067 -0.030 -0.077 -0.036
F -6.721912 -2.601361 1.113610 0.035 0.007 0.018
H -6.685043 -0.237230 1.925523 0.036 -0.086 -0.065
H -7.991996 -0.734764 3.029675 0.054 0.011 0.153
H -7.213984 -3.067076 2.987632 -0.034 -0.050 -0.093
C -1.051224 0.158417 -8.517330 -0.149 0.112 0.028
C -0.129691 -0.633968 -7.618671 0.142 0.188 0.176
O 0.689703 -1.315863 -8.567145 0.135 0.183 0.019
C 0.739736 -0.559525 -9.693283 -0.053 -0.053 -0.070
O 1.514265 -0.708001 -10.579430 -0.053 -0.027 -0.003
O -0.224861 0.392074 -9.663652 0.019 -0.047 0.045
F -0.799713 -1.552626 -6.883943 -0.060 -0.137 -0.084
H -1.918177 -0.436043 -8.811981 0.017 -0.072 0.060
H -1.377284 1.097012 -8.078900 0.149 0.081 -0.083
H 0.499748 -0.033659 -6.954749 -0.057 -0.151 0.178

[2]
100
Properties=species:S:1:pos:R:3:forces:R:3 method="wB97M-V/def2-TZVPD" e_lumo_ev=0.04 e_above_lowest_kj_mol=281.5 total_energy_ha=-1739.48526 homo_lumo_gap_ev=9.7079 smiles=COC[C@H](C)N.COC[C@H](C)N.CCO.CCO.CCO.CCO.CCO.CCO.CCO.O largest_force_ha_per_bohr=0.0524
C 2.520325 -6.429414 -2.995311 0.156 -0.369 0.188
O 1.568622 -7.450010 -2.720279 0.031 0.617 -0.136
C 0.239683 -6.958274 -2.503995 0.656 -1.233 0.280
C -0.433953 -6.710820 -3.831706 -0.653 2.292 0.807
C -1.821824 -6.071765 -3.675176 -0.250 -0.505 -0.667
N -0.482102 -7.917955 -4.624035 0.501 -0.049 0.367
H 3.477086 -6.950365 -3.031369 0.058 0.258 0.124
H 2.512542 -5.658203 -2.225064 0.123 -0.064 0.346
H 2.405269 -5.887331 -3.933939 -0.375 -0.255 -0.343
H -0.256646 -7.811552 -2.041753 -0.241 -0.066 0.236
H 0.267113 -6.174461 -1.747047 -0.158 0.524 -0.300
H 0.167483 -5.945881 -4.322884 0.147 -0.117 -0.465
H -1.885381 -5.103723 -3.178222 0.437 -0.113 0.211
H -2.525319 -6.757536 -3.203046 -0.007 -0.067 0.209
H -2.198608 -5.918931 -4.686502 -0.113 0.022 -0.043
H -0.764734 -8.609319 -3.944149 -0.848 -0.616 -0.033
H 0.496465 -8.167709 -4.635422 0.542 -0.247 -0.780
C -0.581022 6.768432 4.888927 0.321 0.025 -1.269
O -1.093578 5.467847 4.772629 -0.163 -0.413 0.262
C -1.841213 5.067118 5.898077 0.050 0.328 0.252
C -2.174941 3.597745 5.834977 0.077 -0.909 -0.742
C -3.089582 3.235835 4.710502 -0.058 0.411 -2.253
N -2.843111 3.100049 7.016412 0.120 0.128 0.730
H -0.012060 6.974913 5.795428 0.071 -0.297 0.184
H -1.319558 7.559065 4.756383 -0.443 -0.057 0.210
H 0.056339 6.816631 4.006009 0.372 0.467 0.218
H -1.233995 5.276592 6.778709 0.055 -0.106 0.427
H -2.734213 5.687191 5.976615 -0.382 -0.038 0.049
H -1.271323 3.022715 5.632701 0.656 0.292 0.127
H -3.101380 2.208330 4.346913 -0.331 -0.683 1.306
H -2.680699 3.567085 3.755939 -0.030 1.169 -0.033
H -4.092749 3.635578 4.858759 -0.005 -0.153 -0.098
H -2.879072 2.103161 6.858241 -0.379 -0.244 0.323
H -2.267396 3.221470 7.837323 0.133 0.077 0.262
C 1.350741 -2.534040 5.426574 0.378 0.605 0.412
C 2.478566 -2.989928 6.341859 0.574 -0.558 -1.168
O 2.860782 -1.987600 7.250534 -0.518 0.321 0.621
H 1.689398 -1.651351 4.884115 0.002 -0.006 -0.156
H 0.486273 -2.206467 6.004066 -0.101 -0.243 0.053
H 1.062307 -3.297772 4.704343 0.041 -0.055 0.165
H 3.378660 -3.176981 5.756263 -0.044 -0.262 -0.613
H 2.258737 -3.959773 6.788153 -0.347 0.065 0.543
H 3.661518 -2.298750 7.679012 0.016 0.139 0.136
C -8.569409 -3.423868 -1.994701 -0.521 0.895 0.230
C -9.288633 -4.756634 -1.946201 0.892 -1.125 0.526
O -10.352452 -4.920354 -2.829611 -1.394 0.682 -0.563
H -8.246356 -3.118200 -2.989835 0.235 -0.277 -0.009
H -7.783145 -3.261508 -1.257449 0.450 -0.766 -0.215
H -9.242725 -2.634651 -1.660201 -0.559 -0.014 -0.282
H -9.666495 -4.946732 -0.941627 -0.244 0.274 0.040
H -8.688567 -5.644274 -2.146469 1.043 0.275 0.246
H -10.025478 -5.054613 -3.722162 0.099 0.056 0.026
C 5.722427 4.875010 -1.016575 0.769 -0.334 -0.626
C 5.273180 6.296056 -0.788091 -1.162 0.228 -0.076
O 6.344853 7.156352 -0.715396 2.439 1.127 0.197
H 6.002553 4.724909 -2.059224 -0.603 0.095 -0.369
H 5.019864 4.092969 -0.728652 -0.054 0.248 0.050
H 6.707097 4.661539 -0.600705 -0.189 0.223 0.923
H 4.726280 6.507442 0.130773 -0.656 -0.964 0.122
H 4.710664 6.708699 -1.625590 -0.882 -0.773 -0.171
H 5.973301 8.015547 -0.502520 0.335 0.146 -0.048
C 1.240728 -0.702983 -7.045444 1.992 0.455 0.296
C 2.459737 -0.912060 -6.057328 -0.922 0.369 -0.281
O 3.685066 -0.598302 -6.694852 -0.022 0.039 -1.036
H 1.262151 0.343596 -7.349283 -0.268 0.196 0.283
H 0.277864 -0.950231 -6.598370 0.199 -0.119 -0.061
H 1.439513 -1.205908 -7.991827 -0.233 -0.557 0.212
H 2.473714 -1.931928 -5.672910 -0.079 -0.109 0.041
H 2.367180 -0.205507 -5.232519 -0.413 -0.180 0.318
H 4.450579 -0.852194 -6.174162 -0.257 -0.095 0.243
C 7.007110 -3.121336 0.809669 -1.309 -0.247 -1.060
C 5.686877 -2.332756 0.880481 1.282 0.392 1.625
O 5.243323 -1.881210 -0.362187 -0.163 -0.148 -0.801
H 7.783116 -2.517078 0.339769 0.005 -0.026 0.138
H 6.755240 -3.944932 0.141581 0.506 -0.283 -0.121
H 7.347927 -3.553012 1.750733 -0.186 0.335 0.076
H 5.900725 -1.445345 1.476187 -0.149 0.138 0.506
H 4.878073 -2.879994 1.364693 0.171 -0.391 0.229
H 4.407126 -1.469529 -0.132190 -0.183 0.236 -0.607
C -1.994410 7.303258 -1.453899 0.340 0.962 -0.269
C -3.384209 7.103431 -0.967057 0.999 -0.247 1.114
O -4.206093 6.790591 -2.030185 -1.223 -0.145 -0.849
H -1.988980 8.239912 -2.011357 0.469 -0.062 -0.263
H -1.699132 6.472194 -2.094391 0.130 0.071 0.088
H -1.345722 7.400512 -0.583354 0.293 -0.067 -0.167
H -3.743544 7.993072 -0.449838 0.034 -0.008 0.257
H -3.257349 6.281299 -0.262719 -0.894 -0.262 0.356
H -5.005058 7.311858 -1.922813 -0.146 -0.247 -0.262
C -1.991876 0.397786 -1.335748 -0.067 -0.707 -0.477
C -0.826256 -0.312258 -0.654037 -0.705 0.571 -0.513
O 0.424786 0.379792 -0.904066 -0.929 -0.979 0.336
H -1.985308 0.116906 -2.388910 0.562 1.006 -0.397
H -1.970608 1.461094 -1.096953 -0.250 -0.023 -0.450
H -2.960157 -0.051320 -1.114745 -0.076 0.133 0.954
H -0.822341 -1.307386 -1.098794 0.739 -0.074 0.248
H -1.102318 -0.395002 0.397179 0.674 -0.064 0.283
H 0.462275 1.103374 -0.274291 0.090 0.147 0.054
O 1.481069 3.106216 2.655965 -0.039 -0.159 -0.249
H 1.158113 3.956797 2.953368 -0.203 0.238 0.101
H 2.120660 2.847047 3.319277 0.167 -0.103 0.154